The following is a quantum chemistry calculation of a cluster of 8 separate species, C50H75F10N2O24S in total in a non-equilibrium geometry, from the Open Molecules 2025 dataset.

Values from the calculation:
2S+1: 1
Maximum force (eV/Å): 1.1
Energy (eV): -143191.4879
HOMO energy (Ha): -0.44322
Charge: +1

Bonds (Å) are listed after each position.
Cartesian coordinates (Å):
1 C -4.640 0.903 1.022  C2 1.519, H39 1.088, H40 1.087, H41 1.087
2 C -4.720 0.659 -0.475  C1 1.519, N3 1.472, H42 1.083, H43 1.086
3 N -4.003 -0.528 -0.967  C2 1.472, N4 1.398, H44 1.006
4 N -2.625 -0.374 -1.142  N3 1.398, C5 1.360, C35 1.365
5 C -1.755 -0.717 -0.154  N4 1.360, C6 1.503, C14 1.401
6 C -2.239 -1.316 1.136  C5 1.503, C7 1.536, H45 1.091, H46 1.080
7 C -1.800 -0.620 2.433  C6 1.536, C8 1.538, H47 1.088, H48 1.083
8 C -2.659 -1.094 3.617  C7 1.538, C9 1.513, H49 1.085, H50 1.089
9 C -2.034 -2.198 4.441  C8 1.513, O10 1.187, O11 1.342
10 O -2.321 -2.386 5.577  C9 1.187
11 O -1.187 -2.965 3.736  C9 1.342, C12 1.439
12 C -0.047 -3.506 4.427  O11 1.439, C13 1.517, H51 1.087, H52 1.088
13 C -0.308 -4.887 4.998  C12 1.517, H53 1.084, H54 1.086, H55 1.084
14 C -0.386 -0.542 -0.394  C5 1.401, O15 1.371, C16 1.398
15 O 0.494 -0.972 0.566  C14 1.371, H56 0.964
16 C 0.086 0.014 -1.587  C14 1.398, C17 1.499, C33 1.409
17 C 1.558 0.245 -1.748  C16 1.499, C18 1.542, H57 1.084, H58 1.087
18 C 1.911 1.747 -1.734  C17 1.542, C19 1.529, H59 1.088, H60 1.085
19 C 1.700 2.449 -0.392  C18 1.529, C20 1.532, H61 1.094, H62 1.083
20 C 2.816 2.231 0.634  C19 1.532, C21 1.527, H63 1.086, H64 1.087
21 C 3.957 3.235 0.487  C20 1.527, F22 1.344, F23 1.369, C24 1.561
22 F 3.612 4.339 -0.196  C21 1.344
23 F 4.948 2.636 -0.243  C21 1.369
24 C 4.652 3.625 1.829  C21 1.561, F25 1.328, F26 1.334, S27 1.905
25 F 5.892 4.036 1.590  C24 1.328
26 F 4.714 2.538 2.599  C24 1.334
27 S 3.788 5.037 2.771  C24 1.905, F28 1.573, F29 1.587, F30 1.591, F31 1.589, F32 1.580
28 F 4.186 6.046 1.632  S27 1.573
29 F 2.400 4.726 2.068  S27 1.587
30 F 3.365 4.072 3.963  S27 1.591
31 F 5.136 5.359 3.549  S27 1.589
32 F 3.094 6.229 3.542  S27 1.580
33 C -0.851 0.327 -2.592  C16 1.409, C34 1.503, C35 1.403
34 C -0.401 0.880 -3.915  C33 1.503, H65 1.079, H66 1.081, H67 1.091
35 C -2.214 0.095 -2.356  N4 1.365, C33 1.403, C36 1.521
36 C -3.193 0.382 -3.484  C35 1.521, C37 1.531, F38 1.380, H68 1.082
37 C -3.693 1.829 -3.507  C36 1.531, H69 1.085, H70 1.088, H71 1.084
38 F -4.254 -0.500 -3.523  C36 1.380
39 H -5.147 1.841 1.235  C1 1.088
40 H -5.124 0.128 1.611  C1 1.087
41 H -3.607 1.055 1.325  C1 1.087
42 H -4.317 1.535 -0.969  C2 1.083
43 H -5.748 0.561 -0.811  C2 1.086
44 H -4.207 -1.378 -0.468  N3 1.006
45 H -1.816 -2.320 1.184  C6 1.091
46 H -3.317 -1.383 1.152  C6 1.080
47 H -1.822 0.466 2.364  C7 1.088
48 H -0.781 -0.906 2.660  C7 1.083
49 H -2.829 -0.271 4.303  C8 1.085
50 H -3.634 -1.453 3.291  C8 1.089
51 H 0.757 -3.563 3.698  C12 1.087
52 H 0.286 -2.832 5.214  C12 1.088
53 H -0.746 -4.831 5.989  C13 1.084
54 H 0.634 -5.422 5.079  C13 1.086
55 H -0.950 -5.469 4.347  C13 1.084
56 H 0.828 -0.217 1.064  O15 0.964
57 H 2.109 -0.247 -0.955  C17 1.084
58 H 1.889 -0.168 -2.697  C17 1.087
59 H 2.943 1.854 -2.062  C18 1.088
60 H 1.286 2.260 -2.457  C18 1.085
61 H 0.775 2.068 0.049  C19 1.094
62 H 1.522 3.503 -0.574  C19 1.083
63 H 2.404 2.241 1.639  C20 1.086
64 H 3.260 1.249 0.488  C20 1.087
65 H -0.906 0.405 -4.741  C34 1.079
66 H 0.660 0.739 -4.068  C34 1.081
67 H -0.579 1.956 -3.935  C34 1.091
68 H -2.650 0.204 -4.403  C36 1.082
69 H -3.131 2.472 -2.836  C37 1.085
70 H -3.559 2.235 -4.507  C37 1.088
71 H -4.753 1.866 -3.282  C37 1.084
72 C 4.084 -8.662 7.200  C73 1.513, H79 1.091, H80 1.088, H81 1.088
73 C 2.774 -9.206 6.673  C72 1.513, C74 1.514, O78 1.447, H82 1.092
74 C 2.872 -9.941 5.352  C73 1.514, O75 1.432, H83 1.087, H84 1.093
75 O 1.582 -9.711 4.775  C74 1.432, C76 1.353
76 C 1.092 -8.560 5.291  O75 1.353, O77 1.189, O78 1.351
77 O 0.128 -7.999 4.881  C76 1.189
78 O 1.851 -8.147 6.329  C73 1.447, C76 1.351
79 H 4.911 -9.315 6.921  C72 1.091
80 H 4.266 -7.664 6.806  C72 1.088
81 H 4.071 -8.585 8.285  C72 1.088
82 H 2.283 -9.830 7.423  C73 1.092
83 H 3.047 -11.007 5.462  C74 1.087
84 H 3.633 -9.511 4.696  C74 1.093
85 C 5.032 4.209 7.024  C86 1.514, H92 1.091, H93 1.089, H94 1.088
86 C 4.011 3.591 7.957  C85 1.514, C87 1.516, O91 1.439, H95 1.093
87 C 3.943 4.205 9.340  C86 1.516, O88 1.431, H96 1.087, H97 1.093
88 O 3.517 3.101 10.145  C87 1.431, C89 1.353
89 C 3.911 1.961 9.532  O88 1.353, O90 1.185, O91 1.357
90 O 3.882 0.882 10.022  C89 1.185
91 O 4.343 2.227 8.274  C86 1.439, C89 1.357
92 H 5.144 5.277 7.218  C85 1.091
93 H 6.002 3.726 7.135  C85 1.089
94 H 4.719 4.089 5.990  C85 1.088
95 H 3.021 3.585 7.493  C86 1.093
96 H 3.229 5.021 9.418  C87 1.087
97 H 4.922 4.541 9.693  C87 1.093
98 C 0.333 -5.748 -3.166  C99 1.513, H105 1.090, H106 1.090, H107 1.088
99 C 0.626 -4.527 -4.009  C98 1.513, C100 1.516, O104 1.451, H108 1.091
100 C 1.239 -3.357 -3.265  C99 1.516, O101 1.443, H109 1.086, H110 1.094
101 O 0.754 -2.225 -4.019  C100 1.443, C102 1.352
102 C -0.403 -2.599 -4.610  O101 1.352, O103 1.196, O104 1.334
103 O -1.150 -1.842 -5.158  C102 1.196
104 O -0.593 -3.916 -4.506  C99 1.451, C102 1.334
105 H 1.075 -5.859 -2.375  C98 1.090
106 H -0.657 -5.675 -2.718  C98 1.090
107 H 0.356 -6.652 -3.772  C98 1.088
108 H 1.226 -4.794 -4.880  C99 1.091
109 H 2.326 -3.367 -3.266  C100 1.086
110 H 0.873 -3.273 -2.238  C100 1.094
111 C 6.798 7.922 4.137  C112 1.515, H118 1.084, H119 1.089, H120 1.090
112 C 6.720 9.395 3.791  C111 1.515, C113 1.515, O117 1.439, H121 1.093
113 C 5.625 9.761 2.810  C112 1.515, O114 1.429, H122 1.087, H123 1.094
114 O 6.173 10.901 2.145  C113 1.429, C115 1.359
115 C 7.527 10.813 2.211  O114 1.359, O116 1.184, O117 1.356
116 O 8.279 11.490 1.597  C115 1.184
117 O 7.889 9.832 3.075  C112 1.439, C115 1.356
118 H 5.809 7.479 4.134  C111 1.084
119 H 7.435 7.396 3.428  C111 1.089
120 H 7.223 7.779 5.130  C111 1.090
121 H 6.643 10.003 4.695  C112 1.093
122 H 4.685 10.023 3.290  C113 1.087
123 H 5.451 8.973 2.072  C113 1.094
124 C -9.234 3.349 -2.216  C125 1.514, H131 1.090, H132 1.089, H133 1.088
125 C -8.211 3.762 -1.179  C124 1.514, C126 1.515, O130 1.452, H134 1.092
126 C -7.768 5.209 -1.248  C125 1.515, O127 1.439, H135 1.086, H136 1.092
127 O -6.421 5.142 -0.747  C126 1.439, C128 1.340
128 C -5.954 3.908 -0.983  O127 1.340, O129 1.195, O130 1.348
129 O -4.811 3.579 -0.866  C128 1.195
130 O -6.944 3.082 -1.376  C125 1.452, C128 1.348
131 H -9.902 4.177 -2.450  C124 1.090
132 H -8.739 3.022 -3.130  C124 1.089
133 H -9.845 2.522 -1.858  C124 1.088
134 H -8.555 3.514 -0.174  C125 1.092
135 H -8.363 5.875 -0.631  C126 1.086
136 H -7.738 5.588 -2.272  C126 1.092
137 C 0.471 -2.948 -10.009  C138 1.513, H144 1.090, H145 1.090, H146 1.088
138 C 0.291 -4.214 -9.201  C137 1.513, C139 1.510, O143 1.450, H147 1.090
139 C 0.176 -4.013 -7.708  C138 1.510, O140 1.436, H148 1.085, H149 1.096
140 O 0.719 -5.234 -7.186  C139 1.436, C141 1.360
141 C 1.589 -5.728 -8.107  O140 1.360, O142 1.187, O143 1.347
142 O 2.352 -6.613 -7.895  C141 1.187
143 O 1.464 -5.062 -9.271  C138 1.450, C141 1.347
144 H -0.061 -2.118 -9.545  C137 1.090
145 H 1.528 -2.697 -10.092  C137 1.090
146 H 0.079 -3.068 -11.017  C137 1.088
147 H -0.557 -4.791 -9.571  C138 1.090
148 H -0.849 -3.883 -7.374  C139 1.085
149 H 0.792 -3.182 -7.346  C139 1.096
150 C -6.154 -1.641 -6.403  C151 1.514, H157 1.091, H158 1.089, H159 1.089
151 C -5.314 -2.873 -6.670  C150 1.514, C152 1.515, O156 1.444, H160 1.092
152 C -4.064 -2.991 -5.822  C151 1.515, O153 1.433, H161 1.087, H162 1.090
153 O -3.178 -3.717 -6.684  C152 1.433, C154 1.352
154 C -3.547 -3.467 -7.961  O153 1.352, O155 1.190, O156 1.348
155 O -2.891 -3.745 -8.914  C154 1.190
156 O -4.743 -2.845 -7.996  C151 1.444, C154 1.348
157 H -6.097 -1.358 -5.352  C150 1.091
158 H -5.809 -0.810 -7.016  C150 1.089
159 H -7.200 -1.818 -6.646  C150 1.089
160 H -5.921 -3.778 -6.593  C151 1.092
161 H -4.220 -3.538 -4.895  C152 1.087
162 H -3.615 -2.023 -5.600  C152 1.090